Record 1
The following is a quantum chemistry calculation of one molecule with the formula C7H11N, from OMol25.

* molecular weight: 109.2 Da
* charge: 0
* DFT total energy: -8920.20340 eV
* E_HOMO: -6.944 eV

Cartesian coordinates (Å):
C (1.3218, 1.6250, -1.2590)
C (-0.0933, 1.4183, -1.5594)
N (-0.8568, 0.5685, -1.3271)
C (-1.1145, -0.4590, -0.1386)
C (-1.2406, 0.2796, 1.2536)
C (-0.1215, -0.2361, 1.9832)
C (0.6612, -1.4058, 1.3950)
C (0.1666, -1.3125, 0.0372)
H (2.1346, 1.0713, -0.3904)
H (1.9324, 2.3261, -1.8933)
H (-0.6895, 2.3782, -2.2008)
H (-1.6329, 0.6038, -1.7892)
H (-2.0508, -1.1119, -0.5867)
H (-1.8498, 1.0701, 1.4980)
H (0.0419, -0.0309, 3.1130)
H (1.8829, -1.4158, 1.0906)
H (0.4686, -2.2618, 1.8873)
H (0.9210, -0.7953, -0.6713)
H (0.1187, -2.3118, -0.4423)

Cartesian forces (eV/Å) of the 2 atoms listed first:
-0.008 -0.849 0.924
12.562 13.272 -3.401

=====

Record 2
The following is a quantum chemistry calculation of C40H39Br2N6O13Sr as an isolated structure, from OMol25.

* molecular weight: 1059.2 Da
* charge: +1
* DFT total energy: -218568.44481 eV
* E_HOMO: -11.115 eV

Cartesian coordinates (Å):
Sr (-20.2150, 13.3224, 24.7871)
C (-19.8504, 10.7082, 20.9548)
C (-19.5898, 10.3168, 22.3182)
O (-19.5525, 11.3830, 23.2834)
H (-19.0347, 11.2939, 20.5307)
H (-20.7843, 11.2684, 21.0010)
H (-19.9979, 9.8205, 20.3397)
H (-18.6729, 9.7286, 22.3554)
H (-20.2896, 9.5432, 22.6344)
Br (-22.1725, 15.5169, 19.2140)
C (-22.0342, 13.5712, 19.3891)
C (-20.9070, 13.1823, 18.3393)
Br (-21.4573, 13.5801, 16.5069)
H (-23.0254, 13.1346, 19.2659)
H (-21.6683, 13.3776, 20.3975)
H (-20.7975, 12.0992, 18.2848)
H (-19.8943, 13.5287, 18.5451)
C (-17.7600, 9.7323, 27.4687)
C (-17.8235, 10.0569, 26.1284)
C (-17.2346, 9.2661, 25.1762)
C (-16.4954, 8.1241, 25.5672)
C (-16.4465, 7.8302, 26.9353)
C (-17.0213, 8.6388, 27.8737)
N (-15.8228, 7.2804, 24.4870)
O (-15.7342, 7.7645, 23.3536)
O (-15.3737, 6.1552, 24.7868)
H (-18.2616, 10.3857, 28.1672)
H (-18.3975, 10.9364, 25.8768)
H (-17.4039, 9.4796, 24.1312)
H (-15.8639, 6.9514, 27.1690)
H (-16.7802, 8.5121, 28.9188)
C (-18.4534, 5.8036, 21.3632)
C (-19.0818, 6.4200, 22.4927)
C (-20.0909, 5.7010, 23.0914)
C (-20.3111, 4.3575, 22.8347)
C (-19.5312, 3.7436, 21.8463)
C (-18.6790, 4.4499, 20.9915)
N (-21.4001, 3.5025, 23.5174)
O (-21.7699, 3.9257, 24.6204)
O (-21.7535, 2.4516, 22.9516)
H (-17.7014, 6.2651, 20.7403)
H (-18.8244, 7.4620, 22.6118)
H (-20.6884, 6.2642, 23.7930)
H (-19.6405, 2.6936, 21.6187)
H (-18.0988, 4.1388, 20.1354)
C (-16.8987, 14.1681, 18.8497)
C (-17.1152, 13.3638, 19.9691)
C (-18.0890, 13.6979, 20.8474)
C (-18.7458, 14.9317, 20.7389)
C (-18.5721, 15.7140, 19.5888)
C (-17.6316, 15.3369, 18.6740)
N (-19.6642, 15.3594, 21.8475)
O (-19.9323, 16.5541, 21.9467)
O (-20.1974, 14.5759, 22.5768)
H (-16.0654, 13.9244, 18.2073)
H (-16.5490, 12.4515, 20.0849)
H (-18.2407, 13.0422, 21.6920)
H (-19.1941, 16.5886, 19.4679)
H (-17.3462, 15.9927, 17.8647)
C (-22.5859, 6.2661, 18.8334)
C (-23.7026, 5.6388, 19.3750)
C (-24.1081, 5.8838, 20.6501)
C (-23.3908, 6.8675, 21.3922)
C (-22.2871, 7.5229, 20.8471)
C (-21.9117, 7.2635, 19.5786)
N (-23.8011, 7.2092, 22.8118)
O (-24.8595, 6.7520, 23.2517)
O (-23.1422, 8.0880, 23.4013)
H (-22.2718, 6.0744, 17.8180)
H (-24.1765, 4.8720, 18.7801)
H (-24.9306, 5.3505, 21.1032)
H (-21.7611, 8.2833, 21.4051)
H (-21.1458, 7.9256, 19.2025)
C (-13.7362, 11.5324, 22.4806)
C (-15.0507, 11.1870, 22.7810)
C (-15.9679, 12.1624, 23.0890)
C (-15.5672, 13.4805, 23.2524)
C (-14.2721, 13.8516, 23.0294)
C (-13.3566, 12.8830, 22.6320)
N (-16.5540, 14.4978, 23.7264)
O (-16.2848, 15.6398, 23.7628)
O (-17.6900, 14.1534, 24.0708)
H (-12.9603, 10.8196, 22.2437)
H (-15.2452, 10.1341, 22.6401)
H (-17.0135, 11.9273, 23.2224)
H (-13.9404, 14.8762, 23.1108)
H (-12.3111, 13.1266, 22.5136)
C (-25.0886, 11.6641, 22.1830)
C (-23.9064, 10.9736, 22.5398)
C (-23.3027, 11.1388, 23.8253)
C (-24.0083, 11.8140, 24.7952)
C (-25.2569, 12.4719, 24.5215)
C (-25.7774, 12.3397, 23.2034)
N (-23.3626, 11.9265, 26.0854)
O (-22.1917, 11.7702, 26.1816)
O (-24.1125, 12.1563, 27.0047)
H (-25.5676, 11.5384, 21.2232)
H (-23.5584, 10.3119, 21.7605)
H (-22.3232, 10.6867, 23.8766)
H (-25.8341, 12.9314, 25.3103)
H (-26.6851, 12.8621, 22.9394)

Cartesian forces (eV/Å) of the 2 atoms listed first:
0.875 -1.912 -1.981
-0.664 0.624 -1.459

=====

Record 3
The following is a quantum chemistry calculation of one molecule with the formula C25H28N4O4, from OMol25.

* molecular weight: 448.5 Da
* charge: 0
* DFT total energy: -40529.73702 eV
* E_HOMO: -8.231 eV

Cartesian coordinates (Å):
C (2.7127, 4.4136, -4.8131)
C (1.6875, 3.8344, -3.8466)
C (2.2767, 3.6556, -2.4480)
C (1.2709, 3.0691, -1.4620)
N (0.9722, 1.7064, -1.8223)
C (0.0656, 0.9177, -1.2337)
C (-0.6886, 1.3636, -0.1254)
C (-1.6122, 0.5654, 0.4913)
C (-1.8722, -0.7348, 0.0339)
C (-2.7887, -1.6683, 0.7953)
C (-4.1125, -1.0302, 1.2165)
C (-4.9814, -2.0735, 1.9138)
N (-4.9946, -1.9517, 3.2547)
O (-5.6034, -2.9196, 1.3099)
N (-1.9921, -2.1797, 1.9177)
C (-1.7085, -1.5288, 3.0667)
O (-2.4285, -0.7041, 3.5977)
C (-0.3475, -1.9040, 3.6501)
C (0.6429, -1.1360, 2.8103)
C (0.8715, 0.1794, 3.1342)
C (1.6959, 0.9966, 2.3531)
C (2.2734, 0.4985, 1.2208)
C (2.0618, -0.8414, 0.8400)
C (2.6428, -1.3549, -0.3391)
C (2.4460, -2.6521, -0.7170)
C (1.6780, -3.5000, 0.0923)
C (1.1059, -3.0335, 1.2435)
C (1.2508, -1.6864, 1.6481)
C (-1.1458, -1.1996, -1.0349)
C (-0.1853, -0.4087, -1.6770)
N (0.5197, -1.0055, -2.7422)
O (0.2556, -2.1547, -3.0472)
O (1.3860, -0.3550, -3.3295)
H (3.5693, 3.7495, -4.9028)
H (3.0646, 5.3822, -4.4644)
H (2.2755, 4.5423, -5.7998)
H (0.8239, 4.5010, -3.7897)
H (1.3403, 2.8724, -4.2276)
H (3.1502, 3.0018, -2.5011)
H (2.6096, 4.6247, -2.0715)
H (0.3521, 3.6684, -1.4765)
H (1.6830, 3.1051, -0.4446)
H (1.4928, 1.2911, -2.5907)
H (-0.5132, 2.3566, 0.2531)
H (-2.1372, 0.9433, 1.3541)
H (-3.0221, -2.5380, 0.1701)
H (-4.6240, -0.7033, 0.3104)
H (-3.9500, -0.1807, 1.8740)
H (-4.3262, -1.3478, 3.7117)
H (-5.4822, -2.6438, 3.7996)
H (-1.2691, -2.8057, 1.5909)
H (-0.1873, -2.9793, 3.6242)
H (-0.3091, -1.5612, 4.6838)
H (0.3955, 0.5967, 4.0094)
H (1.8594, 2.0218, 2.6514)
H (2.9064, 1.1164, 0.6003)
H (3.2494, -0.6946, -0.9425)
H (2.8802, -3.0332, -1.6283)
H (1.5453, -4.5314, -0.1978)
H (0.5616, -3.7311, 1.8646)
H (-1.2937, -2.2009, -1.4120)

Cartesian forces (eV/Å) of the 2 atoms listed first:
-0.224 -0.083 0.059
0.312 0.054 0.049

=====

Record 4
The following is a quantum chemistry calculation of C20H17BrN2O11Sr as an isolated structure, from OMol25.

* molecular weight: 628.9 Da
* charge: -2
* DFT total energy: -117400.80458 eV
* E_HOMO (alpha / beta): -3.070 / -3.071 eV

Cartesian coordinates (Å):
Sr (1.4278, -0.1115, 0.6909)
O (0.3144, 2.4692, 4.1838)
C (0.4375, 1.4992, 3.4319)
O (0.6658, 1.5126, 2.1816)
C (0.1803, 0.1016, 4.0469)
C (-0.8516, -0.6647, 3.1920)
C (-1.4812, -1.8004, 4.0086)
C (-0.3183, -2.8338, 4.0391)
C (0.7651, -2.0911, 3.2488)
O (-0.0307, -1.3977, 2.2585)
C (1.3557, -0.9509, 4.1038)
C (2.7807, -0.5505, 3.6348)
O (3.6337, -0.4066, 4.5127)
O (2.9672, -0.4866, 2.3726)
H (-0.2045, 0.2754, 5.0503)
H (-1.5453, -0.0332, 2.6431)
H (-2.3556, -2.2028, 3.4956)
H (-1.7870, -1.4614, 4.9987)
H (-0.5934, -3.7553, 3.5252)
H (0.0138, -3.0823, 5.0475)
H (1.4916, -2.7173, 2.7392)
H (1.4804, -1.2814, 5.1342)
Br (0.4811, 6.4034, -5.4273)
C (-0.0333, 5.0353, -4.1835)
C (-1.3831, 4.7769, -4.0100)
C (-1.7490, 3.7802, -3.1118)
C (-0.7854, 3.0758, -2.4023)
C (0.5607, 3.3604, -2.5902)
C (0.9441, 4.3422, -3.4970)
C (1.6261, 2.5948, -1.8073)
O (2.8020, 2.7334, -2.1796)
O (1.1666, 1.8114, -0.9374)
H (-2.1253, 5.3371, -4.5630)
H (-2.7997, 3.5563, -2.9664)
H (-1.0467, 2.2842, -1.7076)
H (1.9994, 4.5350, -3.6318)
O (3.1612, -0.4556, -1.1980)
O (3.7412, 0.4836, -0.7204)
C (-2.3821, -1.7340, -3.7740)
N (-1.4327, -2.1558, -2.7674)
C (-0.9828, -3.4412, -2.6879)
C (-0.1118, -3.8232, -1.7436)
C (0.3809, -2.8116, -0.8086)
O (1.2152, -3.1128, 0.0655)
N (-0.0687, -1.5352, -0.9237)
C (-0.9982, -1.1743, -1.8362)
O (-1.5150, -0.0656, -1.9293)
H (-2.6404, -2.5934, -4.3939)
H (-1.9589, -0.9464, -4.3972)
H (-3.2818, -1.3309, -3.3093)
H (-1.3800, -4.1233, -3.4308)
H (0.2497, -4.8371, -1.6697)

Cartesian forces (eV/Å) of the 2 atoms listed first:
-0.811 0.526 -0.813
0.051 0.091 0.069